Record 1
{
  "formula": "C4H4O",
  "method": "wB97M-V/def2-TZVPD",
  "symbols": ["C", "C", "C", "C", "O", "H", "H", "H", "H"],
  "coordinates": [[2.25508, 0.30994, -0.23043], [-0.84169, -0.90924, -1.18525], [-1.94674, 0.45780, 0.51311], [1.92903, -0.81580, 0.03551], [-1.36413, -0.18038, -0.41602], [2.48066, 1.28362, -0.63464], [-1.68498, 0.46670, 1.63738], [-2.51361, 1.24059, 0.12180], [1.68639, -1.85325, 0.15854]],
  "atomic_forces_ev_per_a": [[-0.194, -0.123, -0.361], [-0.283, 0.523, 0.256], [-1.349, 1.913, 4.505], [0.279, 0.169, -0.240], [2.207, -2.891, -2.032], [-0.036, -0.395, 0.485], [0.192, -0.636, -2.498], [-0.876, 1.084, -0.308], [0.061, 0.357, 0.192]],
  "lowdin_charge": [-0.006, 0.165, -0.109, -0.040, -0.194, 0.029, 0.100, 0.029, 0.027],
  "lumo_energy_ev": [0.4559, 0.4565],
  "de_lowest_kcal_mol": 174.2,
  "gap_ev": [8.001, 8.002]
}

---

Record 2
{
  "formula": "C20H45MgN6O8",
  "method": "wB97M-V/def2-TZVPD",
  "symbols": ["Mg", "C", "C", "O", "O", "H", "H", "H", "C", "O", "N", "C", "C", "H", "H", "H", "H", "H", "H", "H", "C", "O", "N", "C", "C", "H", "H", "H", "H", "H", "H", "H", "C", "O", "N", "C", "C", "H", "H", "H", "H", "H", "H", "H", "C", "O", "N", "C", "C", "H", "H", "H", "H", "H", "H", "H", "C", "O", "N", "C", "C", "H", "H", "H", "H", "H", "H", "H", "C", "O", "N", "C", "C", "H", "H", "H", "H", "H", "H", "H"],
  "coordinates": [[6.59355, -32.46769, -29.31960], [4.36892, -34.31097, -26.71367], [5.39879, -33.78163, -27.70131], [6.39914, -33.06727, -27.41253], [5.16258, -33.99550, -28.92590], [4.03418, -35.31115, -26.97078], [3.50142, -33.65262, -26.76203], [4.81000, -34.26345, -25.72039], [8.21104, -38.10059, -29.20066], [9.38599, -37.93280, -29.47139], [7.65557, -37.77747, -28.01655], [6.22049, -37.94142, -27.81899], [8.34960, -36.91133, -27.08024], [7.44367, -38.46140, -29.90506], [5.93845, -38.91641, -28.21311], [5.67177, -37.12535, -28.29586], [5.96055, -37.94814, -26.76221], [8.36511, -35.90476, -27.52468], [7.89807, -36.90369, -26.09697], [9.40369, -37.18951, -27.11734], [8.36200, -34.17314, -22.71994], [9.32371, -34.90781, -22.70641], [7.92253, -33.48372, -23.79085], [6.73791, -32.63233, -23.83641], [8.64800, -33.67773, -25.03904], [7.75229, -34.03323, -21.81622], [6.91823, -31.75537, -24.44024], [6.49709, -32.41368, -22.78952], [5.87974, -33.25994, -24.08617], [8.12958, -34.34610, -25.73212], [8.95375, -32.78724, -25.57883], [9.52190, -34.27058, -24.76469], [4.31401, -30.21340, -29.23617], [5.14457, -31.11782, -29.28379], [3.82457, -29.65488, -28.14104], [4.40589, -30.00891, -26.84373], [2.83004, -28.59177, -28.25058], [3.93013, -29.70398, -30.13162], [5.07802, -30.86690, -26.86061], [3.56561, -30.39488, -26.25864], [4.95000, -29.18751, -26.38483], [3.28785, -27.70293, -28.68330], [1.91977, -28.87798, -28.76908], [2.56161, -28.36370, -27.21829], [9.19867, -34.14318, -29.80913], [8.07666, -33.67426, -29.59849], [10.29940, -33.98725, -29.09670], [11.61209, -34.54117, -29.50278], [10.39381, -33.10852, -27.95447], [9.43618, -34.82724, -30.63338], [12.22882, -33.69800, -29.81018], [11.50481, -35.27077, -30.29755], [12.02073, -34.95058, -28.58289], [9.41805, -32.81556, -27.56394], [10.78432, -33.64474, -27.08493], [10.95428, -32.18345, -28.08647], [5.76821, -32.17693, -32.45010], [6.40462, -32.44419, -31.43042], [4.53297, -32.59904, -32.69301], [3.88023, -32.27743, -33.97340], [3.80857, -33.52505, -31.84667], [6.15520, -31.45821, -33.18069], [4.58680, -31.96112, -34.74337], [3.29961, -31.37645, -33.75721], [3.29468, -33.07430, -34.41639], [3.03346, -33.02752, -31.24894], [3.25184, -34.28052, -32.39559], [4.47898, -33.92689, -31.08911], [4.25882, -37.05076, -30.74137], [3.55089, -37.91877, -30.25865], [4.80852, -37.16261, -31.96351], [6.05183, -36.47680, -32.35686], [4.50502, -38.33176, -32.79804], [4.58294, -36.14972, -30.19687], [6.95456, -37.08357, -32.27119], [6.14816, -35.53589, -31.81741], [5.87716, -36.28803, -33.41683], [3.46446, -38.30065, -33.10664], [5.12101, -38.42269, -33.69072], [4.75758, -39.20925, -32.19944]],
  "atomic_forces_ev_per_a": [[-0.914, -1.080, -0.898], [1.051, 0.502, 0.234], [-0.987, -0.495, -1.196], [0.025, 0.532, 1.379], [-0.034, -0.005, -0.127], [0.143, -0.045, -0.069], [0.012, 0.057, 0.027], [-0.283, -0.182, 0.135], [-0.072, 0.462, 0.484], [0.004, 0.137, -0.344], [-0.714, -0.043, 0.818], [0.135, -0.112, -0.297], [0.932, 0.298, -1.516], [0.235, -0.403, -0.138], [-0.335, 0.199, -0.184], [-0.203, -0.164, -0.030], [0.251, 0.014, 0.058], [-0.304, 0.197, 0.411], [0.094, -0.196, 0.072], [-0.066, -0.203, 0.635], [-0.263, -0.005, 0.597], [0.208, -0.197, -0.062], [0.393, 0.770, -1.661], [0.043, -1.682, 1.907], [0.345, -1.388, 0.237], [-0.161, 0.222, 0.042], [-0.246, 0.084, -0.121], [0.209, 0.696, -0.147], [-0.102, 0.447, -0.925], [-0.450, 0.359, -0.045], [-0.265, 0.388, 0.410], [0.262, 0.352, -0.037], [-0.369, 1.025, -0.027], [0.417, 0.109, -0.006], [1.061, -0.785, -0.370], [-0.903, -0.817, 0.391], [0.346, 0.293, 1.006], [-0.032, -0.484, -0.272], [0.088, 0.131, -0.732], [0.186, 0.576, 0.527], [-0.359, 0.241, 0.059], [-0.201, 0.044, -0.090], [0.148, -0.195, -0.185], [-0.171, 0.206, -0.171], [0.959, -0.818, -0.305], [0.680, 0.246, -0.011], [0.472, 0.787, 0.146], [-0.823, 0.625, 0.504], [-0.931, 0.101, 1.437], [-0.696, -0.018, -0.219], [0.166, -0.129, -0.169], [0.015, -0.129, 0.088], [0.288, -0.408, -0.272], [-0.248, -0.064, -0.649], [0.471, -0.093, -0.304], [0.282, -0.218, -0.471], [-0.667, 0.250, 0.497], [0.490, 0.064, 0.518], [-0.190, -0.872, -1.496], [0.429, 1.568, 0.250], [-0.253, 0.253, 1.326], [0.099, -0.255, -0.225], [0.299, -0.179, 0.256], [-0.603, -0.328, -0.439], [-0.126, -0.211, 0.481], [0.120, 0.365, -0.202], [0.536, -0.172, -0.318], [-0.003, -0.303, -0.271], [0.399, -0.985, 0.412], [-0.312, 0.586, 0.050], [1.246, 0.101, -1.333], [-1.332, 0.225, -0.377], [0.107, -0.278, 0.852], [-0.101, 0.101, 0.019], [-0.081, -0.137, 0.293], [0.151, -0.002, 0.069], [0.550, 0.426, -0.047], [-0.111, -0.331, 0.194], [0.144, 0.640, 0.056], [-0.581, -0.270, -0.122]],
  "lowdin_charge": [0.763, 0.040, -0.661, -0.074, -0.070, 0.086, 0.091, 0.061, -0.350, 0.003, -0.184, -0.040, -0.033, 0.133, 0.096, 0.068, 0.090, 0.075, 0.090, 0.092, -0.348, 0.019, -0.175, -0.037, -0.060, 0.137, 0.086, 0.087, 0.071, 0.068, 0.072, 0.084, -0.258, -0.030, -0.155, -0.002, -0.019, 0.161, 0.073, 0.106, 0.105, 0.100, 0.098, 0.096, -0.252, -0.039, -0.146, 0.006, -0.033, 0.157, 0.098, 0.097, 0.098, 0.064, 0.100, 0.107, -0.269, -0.048, -0.144, -0.024, -0.022, 0.156, 0.091, 0.097, 0.094, 0.106, 0.098, 0.051, -0.366, 0.014, -0.187, -0.044, -0.038, 0.111, 0.087, 0.071, 0.085, 0.094, 0.085, 0.094],
  "lumo_energy_ev": -2.4392,
  "de_lowest_kcal_mol": 0.0,
  "gap_ev": 8.654,
  "total_charge": 1
}

---

Record 3
{
  "formula": "C14H20BeCl3F2LiN2NaO12PS",
  "method": "wB97M-V/def2-TZVPD",
  "symbols": ["N", "C", "C", "N", "C", "P", "O", "C", "S", "C", "C", "O", "O", "C", "O", "O", "H", "H", "H", "H", "H", "H", "H", "Na", "O", "C", "O", "C", "C", "C", "H", "H", "H", "H", "H", "H", "F", "F", "Be", "C", "Cl", "Cl", "Cl", "H", "C", "O", "O", "O", "H", "Li", "C", "O", "H", "H", "H", "O", "H", "H"],
  "coordinates": [[-1.21140, 1.70973, -0.25210], [0.09132, 1.54825, 0.19726], [0.86377, 2.64046, 0.51282], [2.14099, 2.49449, 0.97346], [2.68676, 1.25330, 1.11684], [4.43208, 1.09354, 1.72552], [5.28043, 2.26877, 1.25424], [1.95046, 0.12557, 0.79430], [2.80795, -1.41551, 0.99247], [0.63204, 0.25006, 0.34845], [-0.18237, -0.98666, 0.04810], [0.03193, -1.99088, 0.67527], [-1.02904, -0.86119, -0.95607], [-2.48089, -0.81776, -0.62035], [-3.13554, -0.24568, -1.45928], [-2.82473, -1.36527, 0.42073], [-1.66388, 2.49089, 0.20462], [-1.29668, 1.80458, -1.26119], [0.50760, 3.65182, 0.40708], [2.73232, 3.28900, 1.19987], [4.41595, 1.06945, 3.14552], [5.03363, -0.09057, 1.31501], [3.38775, -1.64095, -0.22211], [2.05277, 2.10965, 3.22694], [-7.23517, 3.20205, -5.09868], [-6.81804, 2.27711, -4.46009], [-7.58230, 1.58669, -3.58965], [-6.79280, 0.61572, -2.89596], [-5.58299, 0.37301, -3.77323], [-5.39993, 1.73327, -4.44117], [-6.52143, 1.04006, -1.91810], [-7.38986, -0.28234, -2.73670], [-4.71283, 0.03118, -3.21982], [-5.82502, -0.37578, -4.52546], [-4.78065, 2.40411, -3.84078], [-5.00102, 1.65823, -5.44925], [-8.30216, -0.61469, -4.52766], [-0.18090, 0.64711, 2.72217], [1.79114, -0.79269, 3.08379], [6.38285, -3.05331, 2.08525], [5.08059, -2.13191, 2.88461], [5.70044, -4.14985, 0.88849], [7.49937, -1.91541, 1.35130], [6.92799, -3.64117, 2.84607], [9.20642, -4.21431, 3.29929], [9.52572, -3.00798, 3.33776], [10.23376, -5.08144, 2.88383], [8.10291, -4.73365, 3.54941], [10.93471, -4.42923, 2.75781], [5.62649, 3.19024, 2.75650], [-5.22496, -1.09381, 2.70097], [-5.52196, -0.32711, 3.67714], [-4.13215, -0.93792, 2.28478], [-5.19441, -2.18771, 2.89776], [-5.77575, -0.92752, 1.74390], [-1.53157, 2.31997, -3.31571], [-1.79322, 2.79941, -4.10797], [-0.93648, 1.63456, -3.63801]],
  "atomic_forces_ev_per_a": [[0.218, 0.653, 0.533], [-0.503, -0.099, -0.241], [0.234, 0.449, 0.298], [0.419, -0.801, -0.093], [0.714, -0.202, -0.178], [0.560, -0.526, -1.226], [-0.802, 0.860, 0.956], [0.167, 0.252, -1.555], [0.258, -0.506, 0.198], [0.372, 0.054, -0.400], [-0.354, -0.967, -0.102], [-0.004, 0.471, 0.217], [1.021, 0.336, 0.227], [-2.613, 0.137, -0.103], [0.612, 0.332, -0.714], [0.878, -0.407, 1.176], [-0.052, 0.109, -0.147], [-0.406, -0.472, -0.172], [-0.037, 0.085, -0.066], [-0.163, 0.162, -0.696], [-0.271, -0.116, -0.045], [-0.202, -0.184, 0.184], [-0.512, 0.340, -0.284], [-1.793, -0.764, 1.638], [-0.083, 0.029, 0.001], [0.108, 0.084, -0.032], [0.164, 0.272, 0.230], [0.180, -0.015, 0.180], [0.339, -0.065, -0.062], [-0.181, -0.475, 0.030], [0.016, 0.044, -0.040], [-0.215, 0.063, -0.174], [-0.001, 0.076, 0.149], [-0.184, 0.028, 0.010], [0.006, 0.051, -0.042], [0.000, 0.230, -0.034], [-0.074, -0.333, -0.129], [1.846, 0.026, 0.171], [-1.162, 0.619, 0.865], [0.267, -0.043, -0.052], [0.038, -0.133, 0.618], [-0.123, 0.110, -0.019], [-0.102, 0.263, -0.305], [0.209, -0.177, 0.125], [0.268, 0.216, -0.083], [0.001, -0.050, 0.055], [-0.476, 0.450, 0.268], [-0.104, -0.288, -0.112], [0.231, -0.257, -0.078], [0.887, 0.175, -0.318], [-1.070, -1.197, -0.640], [0.463, 0.195, -0.065], [0.105, 0.217, -0.380], [0.474, 0.131, 0.425], [0.364, 0.622, -0.051], [0.379, 0.041, 0.087], [-0.136, 0.039, 0.054], [-0.176, -0.139, -0.057]],
  "lowdin_charge": [0.174, -0.207, 0.036, 0.031, -0.425, 0.766, -0.532, -0.584, 0.703, -0.029, -0.468, 0.122, 0.090, -0.697, 0.068, 0.057, 0.124, 0.086, 0.152, 0.158, 0.009, -0.032, -0.018, 0.463, 0.111, -0.486, 0.026, -0.182, -0.156, -0.076, 0.130, 0.111, 0.085, 0.112, 0.117, 0.119, -0.383, -0.521, 0.603, -1.475, 0.443, 0.555, 0.569, -0.024, -0.821, -0.098, 0.024, -0.066, 0.079, 0.808, -0.213, 0.069, 0.197, 0.119, 0.130, -0.050, 0.049, 0.049],
  "lumo_energy_ev": -5.8128,
  "gap_ev": 1.713
}

---

Record 4
{
  "formula": "C4H11N3S",
  "method": "wB97M-V/def2-TZVPD",
  "symbols": ["H", "N", "C", "N", "S", "C", "C", "C", "N", "H", "H", "H", "H", "H", "H", "H", "H", "H", "H"],
  "coordinates": [[0.32174, 2.17652, -0.81735], [-0.72496, 2.33629, -0.69294], [-1.34637, 1.28193, -0.33646], [-0.87112, 0.02465, 0.04298], [-1.77012, -1.38074, 0.14261], [0.51257, -0.14323, 0.47729], [1.08357, 0.89842, 1.42274], [1.49508, -0.40506, -0.74239], [2.86017, -0.82520, -0.52917], [-2.44026, 1.35203, -0.20431], [-1.75880, -1.91175, -1.08050], [0.49168, -1.04328, 1.11841], [1.71518, 1.67818, 0.73574], [0.14177, 1.45231, 2.00604], [1.85178, 0.31883, 2.05569], [1.46206, 0.58702, -1.24026], [0.99982, -1.15299, -1.45410], [2.92184, -1.78716, -0.20316], [3.29729, -0.12044, 0.12895]],
  "atomic_forces_ev_per_a": [[-1.751, 0.208, 0.313], [1.493, -0.962, -0.117], [-0.950, 0.216, 0.203], [1.179, 0.491, -0.215], [-1.151, 0.114, 0.653], [1.409, -1.676, 0.212], [0.098, 2.222, -0.353], [-2.000, -0.221, -0.863], [0.230, 1.566, 1.120], [0.391, -0.090, -0.283], [0.288, 0.200, -0.577], [-0.093, 0.065, -0.579], [-1.544, -1.333, 2.063], [3.021, -1.387, -1.212], [-1.384, 1.391, -0.474], [0.442, -0.622, -0.213], [0.540, 1.010, 0.942], [0.083, 0.463, 0.273], [-0.301, -1.653, -0.894]],
  "lowdin_charge": [0.045, 0.092, -0.350, -0.513, 0.827, -0.501, -0.096, -0.275, -0.007, 0.107, -0.147, 0.095, 0.107, 0.144, 0.089, 0.096, 0.128, 0.071, 0.089],
  "lumo_energy_ev": 0.6149,
  "de_lowest_kcal_mol": 51.2,
  "gap_ev": 9.538,
  "smiles": "[H]/N=C\\N(S)[C@H](C)CN"
}

---

| no. | F_max (eV Å⁻¹) | calculated total energy (hartree) |
| --- | --- | --- |
| 1 | 5.08 | -229.7504 |
| 2 | 2.54 | -1919.5691 |
| 3 | 2.62 | -4061.7454 |
| 4 | 3.54 | -721.3870 |